50
Properties=species:S:1:pos:R:3 method="wB97M-V/def2-TZVPD" homo_ev="-13.96 / -13.96" spin_multiplicity=3 charge=+2 gap_ev="6.55 / 6.55"
I 0.56 6.60 -2.31
I -1.76 5.26 -2.51
Pr 0.34 2.22 -0.88
P 0.91 0.95 -3.20
C -0.52 0.04 -3.78
C 1.19 2.40 -4.30
H 1.40 2.07 -5.34
H 2.61 -0.47 -4.30
H 2.03 3.01 -3.92
H 3.26 0.41 -2.84
H -1.43 0.65 -3.74
H 0.33 3.11 -4.28
C 2.39 -0.13 -3.27
H -0.39 -0.34 -4.81
H 2.24 -0.99 -2.59
H -0.74 -0.81 -3.12
P 0.68 2.90 1.71
C -0.83 2.59 2.64
C 2.11 2.22 2.63
H 1.80 4.94 0.92
H 1.02 5.20 2.54
H 0.09 5.19 0.97
C 0.91 4.72 1.54
H 3.02 2.35 2.02
H 2.22 2.70 3.62
H -0.79 3.02 3.65
H -1.01 1.50 2.71
H 2.02 1.12 2.73
H -1.71 2.97 2.11
Cl 2.77 2.77 -0.98
N -4.77 -7.18 2.33
C -3.98 -6.33 2.09
C -3.02 -5.30 1.79
C -3.20 -4.48 0.67
C -2.28 -3.46 0.40
C -1.19 -3.31 1.24
C -0.97 -4.13 2.35
C -1.92 -5.13 2.63
N -0.26 -2.29 0.99
C 1.03 -2.18 1.48
C 1.53 -1.02 0.99
N 0.58 -0.37 0.19
C -0.48 -1.19 0.22
H -4.05 -4.66 0.02
H -2.38 -2.81 -0.47
H -0.09 -3.96 2.97
H -1.79 -5.76 3.51
H 1.43 -2.98 2.10
H 2.51 -0.58 1.13
H -1.42 -1.05 -0.26